(1)
This record from the Open Molecules 2025 dataset describes 2 unconnected molecules or ions with the total composition Cl2HPS2 in a non-equilibrium geometry. The level of theory is ωB97M-V/def2-TZVPD.

```
! RIJCOSX wB97M-V def2-TZVPD def2/J DEFGRID3
* xyz 0 1
P -0.26307 1.92070 0.85961
S -3.54638 2.06848 0.59894
S -0.22941 -0.19328 1.09919
Cl -1.16910 2.41773 2.58510
Cl 1.64142 2.42340 1.34397
H 0.13625 -0.39176 -0.16619
*
```

Results
Energy in eV: -56018.94662
Strongest force on any atom in hartree/bohr: 0.0239
Energy relative to the best compared isomer or geometry (same formula, charge and spin) in eV: 3.3077
Gap between HOMO and LUMO (spin up / spin down) in eV: 6.9 / 6.8



(2)
This record from the Open Molecules 2025 dataset describes a gas-phase ion, C5H9N2S (charge +1) in a non-equilibrium geometry. The level of theory is ωB97M-V/def2-TZVPD.

```
! RIJCOSX wB97M-V def2-TZVPD def2/J DEFGRID3
* xyz 1 1
C -0.84675 -0.17767 0.73827
C 0.19764 1.14720 -1.06637
C 1.19143 -1.09137 -0.24040
C -1.07313 1.85738 -0.40574
C 0.95998 -1.99472 0.97526
N 0.62661 0.24696 0.04265
N -1.55127 0.86364 0.54568
S -0.90999 -1.71544 1.39125
H 0.03805 0.66330 -2.06267
H 0.85805 1.92813 -1.22192
H 2.22889 -0.98688 -0.34732
H 0.75739 -1.72100 -1.01172
H -0.75734 2.74373 0.14035
H -1.92936 2.11978 -1.02647
H 1.19601 -3.10027 0.81239
H 1.43822 -1.49227 1.77227
H -2.42442 0.70949 0.96448
*
```

Results
Energy in eV: -19138.18391
Strongest force on any atom in hartree/bohr: 0.1320
Energy relative to the best compared isomer or geometry (same formula, charge and spin) in eV: 1.5463
Gap between HOMO and LUMO in eV: 10.5